(1)
Here is C4H11Cl2MgN2O2 as an isolated structure at a distorted geometry from the Open Molecules 2025 dataset. Energies are from ωB97M-V/def2-TZVPD.

As for the net charge: -1. For the relative energy (zero: lowest compared OMol25 entry of this formula, charge and spin), the calculation gives 12.05 kcal/mol. Its spin multiplicity is 1. For the LUMO energy, the calculation gives 0.09604 Eh. The calculation puts the orbital gap at 0.2635 hartree. Its HOMO energy is -4.56 eV. The value obtained for the calculated total energy is -1539.75932 a.u.

Atoms and positions in Å:
Mg  17.128  3.624  -6.739
C  14.947  1.308  -4.407
C  14.612  1.833  -5.830
C  13.043  1.962  -5.905
O  15.375  2.909  -6.138
H  14.697  2.077  -3.672
H  16.013  1.076  -4.344
H  14.361  0.416  -4.154
H  14.887  1.028  -6.536
H  12.892  2.461  -6.858
H  12.690  2.518  -5.027
H  12.571  1.004  -5.678
Cl  17.848  3.196  -8.824
Cl  17.576  5.677  -6.150
C  19.365  2.507  -4.667
O  18.586  2.660  -5.603
N  19.056  1.764  -3.552
N  20.662  2.901  -4.773
H  18.132  1.371  -3.536
H  19.699  1.690  -2.794
H  20.898  3.368  -5.631
H  21.305  2.447  -4.157



(2)
Here is C4H11ClHgILa as an isolated structure at a distorted geometry from the Open Molecules 2025 dataset. Energies are from ωB97M-V/def2-TZVPD.

As for the net charge: -2. For the relative energy (zero: lowest compared OMol25 entry of this formula, charge and spin), the calculation gives 0.00 kcal/mol. Its spin multiplicity is 1. For the LUMO energy, the calculation gives 0.17282 Eh. The calculation puts the orbital gap at 0.1358 hartree. Its HOMO energy is 1.01 eV. The value obtained for the calculated total energy is -1101.78453 a.u.

Atoms and positions in Å:
La  -1.759  0.698  -0.112
Cl  0.350  0.684  1.520
C  -1.151  2.853  -0.338
H  -2.146  3.337  -0.326
H  -0.549  3.234  -1.175
H  -0.686  3.209  0.598
Hg  1.124  -1.434  -0.036
C  2.656  -0.109  -1.004
C  -0.172  -2.390  1.574
C  -0.757  -1.178  -1.342
H  -1.254  -2.208  1.523
H  -0.019  -3.431  1.274
H  0.171  -2.218  2.618
H  2.216  0.823  -1.414
H  3.500  0.168  -0.321
H  2.957  -0.755  -1.849
H  -0.289  -1.208  -2.356
H  -1.196  -2.198  -1.259
I  -2.996  2.122  2.426



(3)
Here is C4H11ClN3 as an isolated structure at a distorted geometry from the Open Molecules 2025 dataset. Energies are from ωB97M-V/def2-TZVPD.

As for the net charge: +1. For the relative energy (zero: lowest compared OMol25 entry of this formula, charge and spin), the calculation gives 23.62 kcal/mol. Its spin multiplicity is 1. For the LUMO energy, the calculation gives -0.11462 Eh. The calculation puts the orbital gap at 0.3765 hartree. Its HOMO energy is -13.37 eV. The value obtained for the calculated total energy is -783.17069 a.u.

Atoms and positions in Å:
C  -0.023  -1.209  -0.031
C  -2.529  -0.779  0.007
C  1.573  2.267  0.138
C  1.703  -0.198  0.247
N  -1.099  -0.452  -0.083
N  1.625  0.955  -0.486
N  0.069  -2.516  0.001
Cl  2.876  -1.415  -0.294
H  -2.789  -0.418  1.018
H  -2.973  -0.266  -0.870
H  -2.681  -1.914  -0.016
H  2.432  2.422  0.821
H  1.601  2.993  -0.683
H  0.646  2.536  0.611
H  1.807  0.042  1.412
H  -0.933  0.539  -0.210
H  2.226  1.059  -1.294
H  0.931  -2.965  -0.084
H  -0.552  -3.267  0.271



(4)
Here is a 2-piece molecular cluster, C4H11ClNOP overall at a distorted geometry from the Open Molecules 2025 dataset. Energies are from ωB97M-V/def2-TZVPD.

For the relative energy (zero: lowest compared OMol25 entry of this formula, charge and spin), the calculation gives 29.14 kcal/mol. Its spin multiplicity is 1. For the LUMO energy, the calculation gives 0.03600 Eh. The calculation puts the orbital gap at 0.3527 hartree. Its HOMO energy is -8.62 eV. Its SMILES is [H]/N=C\CC.CP(O)Cl. The value obtained for the calculated total energy is -1090.54590 a.u.

Atoms and positions in Å:
H  0.208  1.619  0.155
N  0.265  0.843  0.742
C  0.736  -0.212  0.324
C  1.314  -0.633  -1.021
C  1.302  -2.197  -1.088
H  0.788  -1.105  1.033
H  0.765  -0.300  -1.820
H  2.422  -0.348  -1.019
H  1.922  -2.604  -0.274
H  0.378  -2.630  -0.951
H  1.567  -2.475  -2.082
C  -4.080  -0.581  3.366
P  -2.917  -0.632  1.941
O  -2.105  0.776  2.165
Cl  -1.575  -1.836  2.859
H  -3.363  -0.764  4.176
H  -4.492  0.388  3.550
H  -4.767  -1.335  3.381
H  -1.313  1.036  1.620



(5)
Here is C4H11ClNiSbSe4 as an isolated structure from the Open Molecules 2025 dataset. Energies are from ωB97M-V/def2-TZVPD.

As for the net charge: -1. Its spin multiplicity is 1. For the LUMO energy (alpha / beta), the calculation gives 0.10430 / 0.09627 Eh. The calculation puts the orbital gap (alpha / beta) at 0.2218 / 0.2175 hartree. Its HOMO energy (alpha / beta) is -3.20 / -3.30 eV. The value obtained for the calculated total energy is -11973.53045 a.u.

Atoms and positions in Å:
Ni  0.199  0.296  0.250
Se  1.391  -1.639  0.805
Se  2.652  0.130  0.082
Se  1.674  1.392  3.246
Se  0.263  -0.325  2.748
Cl  -2.343  -1.601  0.574
C  -1.699  -0.045  -0.138
H  -2.397  0.712  0.226
H  -1.862  -0.152  -1.214
C  1.937  3.839  0.136
Sb  0.113  2.744  0.142
C  -0.958  3.775  1.663
C  -0.801  3.715  -1.541
H  1.760  4.910  0.231
H  2.452  3.625  -0.801
H  2.523  3.466  0.972
H  -0.863  4.850  1.515
H  -0.520  3.476  2.614
H  -2.010  3.493  1.640
H  -0.783  4.795  -1.395
H  -1.833  3.387  -1.662
H  -0.246  3.464  -2.444



(6)
Here is one molecule with the formula C4H11ClSSi at a distorted geometry from the Open Molecules 2025 dataset. Energies are from ωB97M-V/def2-TZVPD.

For the relative energy (zero: lowest compared OMol25 entry of this formula, charge and spin), the calculation gives 0.00 kcal/mol. Its spin multiplicity is 1. For the LUMO energy, the calculation gives 0.01824 Eh. The calculation puts the orbital gap at 0.3706 hartree. Its HOMO energy is -9.59 eV. Its SMILES is CCCCS[SiH2]Cl. The value obtained for the calculated total energy is -1306.88818 a.u.

Atoms and positions in Å:
C  -2.171  0.638  0.859
C  -2.002  -0.730  0.125
C  -0.725  -0.573  -0.630
C  0.526  -0.558  0.252
S  1.282  1.088  0.329
Si  3.127  0.980  -0.625
Cl  4.234  -0.813  0.393
H  -1.221  0.831  1.400
H  -3.011  0.461  1.694
H  -2.397  1.437  0.292
H  -2.807  -0.918  -0.644
H  -1.969  -1.546  0.802
H  -0.774  0.363  -1.215
H  -0.515  -1.310  -1.436
H  0.169  -0.685  1.195
H  1.250  -1.279  -0.082
H  3.852  2.247  -0.724
H  3.153  0.365  -1.984



(7)
Here is C4H11CrNO9S2 as an isolated structure at a distorted geometry from the Open Molecules 2025 dataset. Energies are from ωB97M-V/def2-TZVPD.

As for the net charge: -2. Its spin multiplicity is 5. For the LUMO energy (alpha / beta), the calculation gives 0.16581 / 0.16205 Eh. The calculation puts the orbital gap (alpha / beta) at 0.1299 / 0.2175 hartree. As for the expectation value of S²: 6.010. Its HOMO energy (alpha / beta) is 0.98 / -1.51 eV. The value obtained for the calculated total energy is -2731.88385 a.u.

Atoms and positions in Å:
Cr  0.352  -0.155  -1.100
S  -1.007  -2.041  -2.458
O  0.446  -1.826  -2.451
O  -1.656  -1.936  -3.755
O  -1.331  -3.339  -1.861
O  -1.425  -0.907  -1.589
S  2.157  1.383  -2.379
O  2.570  2.720  -1.969
O  0.655  1.296  -2.452
O  2.712  0.977  -3.662
O  2.273  0.384  -1.267
C  -0.543  -1.479  2.827
C  -0.424  -0.696  1.520
C  -0.324  0.798  1.633
O  -0.452  1.333  0.300
C  -0.766  2.692  0.282
N  0.756  -1.299  0.753
H  -1.365  -1.082  3.446
H  0.302  -1.457  3.523
H  -0.760  -2.532  2.646
H  -1.274  -0.938  0.873
H  0.671  1.100  1.981
H  -1.075  1.191  2.324
H  -0.199  3.347  0.956
H  -1.847  2.824  0.445
H  -0.607  3.162  -0.691
H  1.601  -1.223  1.321
H  0.561  -2.298  0.805



(8)
Here is C4H11GdO3 as an isolated structure at a distorted geometry from the Open Molecules 2025 dataset. Energies are from ωB97M-V/def2-TZVPD.

As for the net charge: +2. For the relative energy (zero: lowest compared OMol25 entry of this formula, charge and spin), the calculation gives 43.92 kcal/mol. Its spin multiplicity is 8. For the LUMO energy (alpha / beta), the calculation gives -0.42327 / -0.32980 Eh. The calculation puts the orbital gap (alpha / beta) at 0.2469 / 0.3767 hartree. As for the expectation value of S²: 16.159. Its HOMO energy (alpha / beta) is -18.24 / -19.22 eV. The value obtained for the calculated total energy is -1149.66704 a.u.

Atoms and positions in Å:
C  2.607  2.260  -1.422
O  1.558  2.114  1.275
H  3.491  2.761  -1.846
H  1.962  1.925  -2.245
H  2.328  3.118  -0.804
H  1.435  2.916  1.781
C  4.105  0.089  -1.644
C  4.448  -1.188  -0.913
O  4.657  -0.974  0.488
C  5.937  -1.347  0.999
H  3.470  -0.152  -2.510
H  5.029  0.614  -1.937
H  5.367  -1.597  -1.349
H  3.624  -1.908  -0.997
H  5.940  -1.137  2.074
H  6.104  -2.419  0.835
H  6.717  -0.764  0.490
Gd  3.332  0.611  1.359
O  3.380  0.970  -0.806



(9)
Here is C4H11INOPd as an isolated structure at a distorted geometry from the Open Molecules 2025 dataset. Energies are from ωB97M-V/def2-TZVPD.

As for the net charge: +1. For the relative energy (zero: lowest compared OMol25 entry of this formula, charge and spin), the calculation gives 17.47 kcal/mol. Its spin multiplicity is 3. For the LUMO energy (alpha / beta), the calculation gives -0.19610 / -0.32853 Eh. The calculation puts the orbital gap (alpha / beta) at 0.2654 / 0.1256 hartree. As for the expectation value of S²: 2.021. Its HOMO energy (alpha / beta) is -12.56 / -12.36 eV. The value obtained for the calculated total energy is -714.13553 a.u.

Atoms and positions in Å:
Pd  -6.826  -30.757  28.925
I  -5.149  -31.698  26.710
C  -4.726  -35.435  24.050
C  -6.095  -35.639  24.768
C  -5.943  -36.193  26.257
O  -5.601  -37.612  26.423
C  -6.619  -38.521  26.074
N  -6.924  -34.403  24.747
H  -4.270  -34.566  24.526
H  -4.854  -35.270  22.980
H  -4.121  -36.329  24.202
H  -6.592  -36.369  24.130
H  -6.893  -36.007  26.758
H  -5.212  -35.542  26.736
H  -7.622  -38.325  26.453
H  -6.290  -39.464  26.511
H  -6.701  -38.508  24.987
H  -6.512  -33.719  25.364
H  -6.666  -33.982  23.866



(10)
Here is C4H11InN2O7P as an isolated structure at a distorted geometry from the Open Molecules 2025 dataset. Energies are from ωB97M-V/def2-TZVPD.

As for the net charge: -1. Its spin multiplicity is 1. For the LUMO energy, the calculation gives 0.06907 Eh. The calculation puts the orbital gap at 0.2412 hartree. Its HOMO energy is -4.68 eV. The value obtained for the calculated total energy is -1326.51714 a.u.

Atoms and positions in Å:
C  0.007  -2.059  -1.471
C  -1.038  -1.451  -1.454
In  -2.984  -0.441  -1.524
P  -4.643  -2.313  -1.013
O  -4.445  -2.827  0.359
O  -4.434  -3.549  -2.085
O  -6.214  -1.938  -1.211
H  0.735  -2.825  -1.618
H  -3.081  0.914  -0.419
H  -3.224  0.019  -3.228
H  -3.484  -3.548  -2.264
H  -6.371  -1.736  -2.142
C  2.622  2.214  -0.746
N  1.822  1.019  -1.141
O  1.921  0.029  -0.451
O  1.138  1.145  -2.132
H  3.193  1.968  0.132
H  3.269  2.459  -1.583
H  1.925  3.021  -0.548
C  3.503  1.386  4.137
N  3.109  1.437  2.702
O  3.426  0.512  1.993
O  2.489  2.420  2.343
H  4.043  0.463  4.308
H  4.126  2.254  4.332
H  2.592  1.428  4.724



(11)
Here is a 2-piece molecular cluster, C4H11N2 overall at a distorted geometry from the Open Molecules 2025 dataset. Energies are from ωB97M-V/def2-TZVPD.

As for the net charge: +1. For the relative energy (zero: lowest compared OMol25 entry of this formula, charge and spin), the calculation gives 183.06 kcal/mol. Its spin multiplicity is 1. For the LUMO energy (alpha / beta), the calculation gives -0.21735 / -0.12867 Eh. The calculation puts the orbital gap (alpha / beta) at 0.2429 / 0.4058 hartree. Its HOMO energy (alpha / beta) is -12.52 / -14.54 eV. The value obtained for the calculated total energy is -268.01317 a.u.

Atoms and positions in Å:
C  -1.191  -1.811  0.409
C  -0.661  -0.454  0.632
C  2.643  -0.837  -0.635
C  -1.307  1.354  -0.872
N  -0.528  -0.992  -0.616
N  -1.580  0.824  0.542
H  -0.574  -2.564  0.912
H  -2.272  -2.190  0.296
H  3.643  -0.713  -0.478
H  2.330  -0.435  -1.660
H  1.962  -1.067  0.169
H  -0.272  1.711  -0.995
H  -1.553  0.662  -1.651
H  -2.029  2.228  -0.943
H  0.351  -1.134  -0.914
H  -2.539  0.452  0.632
H  -1.198  1.512  1.307



(12)
Here is an isolated ion of composition C4H11N2 and charge +1 at a distorted geometry from the Open Molecules 2025 dataset. Energies are from ωB97M-V/def2-TZVPD.

As for the net charge: +1. For the relative energy (zero: lowest compared OMol25 entry of this formula, charge and spin), the calculation gives 59.97 kcal/mol. Its spin multiplicity is 1. For the LUMO energy, the calculation gives -0.18334 Eh. The calculation puts the orbital gap at 0.3749 hartree. Its HOMO energy is -15.19 eV. Its SMILES is CCCNC=[NH2+]. The value obtained for the calculated total energy is -268.20932 a.u.

Atoms and positions in Å:
C  -0.708  1.847  -0.535
C  0.881  1.437  -0.731
C  1.052  -0.026  -0.992
N  0.617  -0.756  0.135
C  -0.459  -1.417  0.439
N  -1.200  -1.340  1.618
H  -0.772  2.828  -0.033
H  -1.159  1.063  0.053
H  -1.227  1.981  -1.571
H  1.321  1.634  0.208
H  1.304  2.272  -1.482
H  2.076  -0.233  -1.058
H  0.563  -0.480  -1.910
H  1.305  -0.914  0.875
H  -0.978  -1.649  -0.441
H  -2.164  -1.387  1.457
H  -0.776  -1.489  2.543



- Which of these has the highest calculated total energy?
  number 11



- What is the formula in the ninth record?
  C4H11INOPd



- What is the calculated total energy in the eighth record?
  -1149.66704 a.u.